Formula: C14H18N2O5
Source: the Open Molecules 2025 dataset
Level of theory: the ωB97M-V functional and the def2-TZVPD basis

The geometry in XYZ format:
```
39
Properties=species:S:1:pos:R:3:forces:R:3
C 0.998 1.131 1.435 0.44 -0.01 1.50
C -0.167 0.328 0.984 -2.23 -0.04 0.43
C 2.077 0.067 1.934 0.28 1.58 -0.47
C 2.857 -0.396 0.751 0.83 -0.05 -0.59
C 3.096 -1.751 0.576 -0.08 0.91 -0.86
C 3.413 0.513 -0.198 -0.22 -0.74 -0.74
C 3.717 -2.089 -0.600 0.57 -3.54 -0.75
C 4.031 0.131 -1.415 -0.29 -0.19 1.99
C 4.203 -1.210 -1.567 -0.30 -1.73 -0.26
C -0.926 0.220 -1.478 3.84 -1.29 -1.11
C -1.075 1.681 -1.300 0.23 0.85 0.74
C -2.178 -0.462 -1.656 -4.75 -0.59 0.68
C -3.020 -0.124 -0.421 -0.29 -0.02 1.64
C -3.703 -1.332 0.256 2.32 -0.83 -2.32
H 1.570 2.373 2.897 1.01 0.68 0.46
H 0.007 2.656 2.551 0.31 -0.53 -0.22
H 1.337 1.678 0.510 -0.04 -0.39 1.27
H 2.821 0.663 2.490 -0.51 -0.16 0.37
H 1.659 -0.727 2.614 0.31 0.84 -0.96
H 2.755 -2.517 1.259 -0.10 0.14 0.05
H 3.312 1.561 -0.096 -0.32 0.94 0.57
H 3.782 -3.236 -0.773 0.24 2.10 0.02
H 4.433 0.787 -2.168 -0.16 0.54 0.18
H 4.654 -1.647 -2.451 0.04 0.14 -0.01
H -0.460 -1.249 -0.105 1.04 2.92 -0.88
H -0.401 -0.198 -2.398 0.40 1.67 0.68
H -2.694 -0.046 -2.507 -0.09 0.15 -0.73
H -2.265 -1.546 -1.798 1.08 0.15 0.03
H -3.869 0.565 -0.517 0.58 0.38 -0.40
H -2.177 0.313 0.209 -2.78 -0.59 0.25
H -4.768 -2.107 1.415 0.02 3.23 0.36
H -1.752 1.947 -3.161 0.91 1.22 2.96
N 0.720 1.927 2.672 -1.31 -0.56 -1.58
N -0.140 -0.193 -0.321 0.32 -4.98 -0.55
O -1.100 -0.072 1.653 1.17 0.41 1.81
O -0.862 2.220 -0.240 0.10 -0.03 -0.14
O -3.470 -2.472 -0.210 -1.29 2.26 2.00
O -4.545 -1.067 1.275 0.24 -4.46 -0.80
O -1.516 2.436 -2.259 -1.52 -0.36 -4.62
```
Positions in Å, forces in eV/Å.

Computed properties:
* lowest unoccupied orbital energy: 0.15 eV
* largest force on an atom: 0.098 Eh/bohr
* energy above the lowest of the compared OMol25 structures with the same formula, charge and spin: 442.4 kJ/mol
* E_tot: -1029.90976 hartree
* SMILES string: N[C@@H](Cc1ccccc1)C(=O)N[C@@H](CCC(=O)O)C(=O)O
* HOMO level: -0.323 Ha

Results of the natural (NBO) charge analysis, in e, for atoms 1 through 4:
1 C -0.13
2 C 0.73
3 C -0.41
4 C -0.01